Run one
14
Properties=species:S:1:pos:R:3:nbo_charge:R:1 method="wB97M-V/def2-TZVPD" smiles="NCC(N)=O.O" mol_weight_g_mol=92.10 homo_energy_ev=-8.958 orbital_gap_ev=9.4
O 0.15 0.10 3.25 -0.9395
N -0.96 -0.80 -0.06 -0.8351
H -0.65 1.56 -1.11 0.3501
H -1.75 -1.42 0.13 0.4104
H 1.49 0.54 -0.22 0.2177
N 0.16 1.27 -1.67 -0.8579
H 1.83 -0.14 -1.84 0.2310
H -0.79 -0.19 3.31 0.4693
H -0.19 1.15 -2.63 0.3674
H 0.18 0.92 3.80 0.4707
C 0.13 -1.10 -0.83 0.6566
H -1.02 0.19 0.19 0.3827
C 1.02 0.13 -1.13 -0.3189
O 0.41 -2.23 -1.19 -0.6047

***

Run two
14
Properties=species:S:1:pos:R:3:nbo_charge:R:1 method="wB97M-V/def2-TZVPD" smiles="CNC(N)=O.O" mol_weight_g_mol=92.10 homo_energy_ev=-9.606 orbital_gap_ev=10.3
N 0.01 0.75 -0.29 -0.6303
C 0.40 1.78 0.56 0.7610
H 0.75 0.69 -0.93 0.3583
H -1.17 -0.82 -0.81 0.2109
N 1.60 2.34 0.41 -0.8492
H 1.75 3.01 1.20 0.4181
C -0.59 -0.52 0.11 -0.4218
O -0.98 -4.87 -1.88 -0.9302
H -1.43 -4.68 -1.03 0.4649
O -0.24 2.03 1.60 -0.6662
H 1.91 2.67 -0.57 0.3912
H 0.20 -1.33 0.45 0.1873
H -1.20 -0.20 0.99 0.2404
H -1.14 -5.84 -1.91 0.4655

***

Comparing the structures above, run one comes out on top by 0.0062 hartree.